{
  "formula": "CH2FIO",
  "method": "ωB97M-V/def2-TZVPD",
  "elements": ["C", "O", "F", "I", "H", "H"],
  "coordinates": [[-0.069, -1.139, 0.783], [-0.189, 0.946, -0.405], [0.717, -1.670, -0.069], [-2.045, -1.645, 0.737], [0.399, -0.646, 1.524], [-0.049, 0.770, -1.302]],
  "gap_ev": [7.69, 7.69],
  "charge": 0,
  "e_homo_ev": [-9.01, -9.01]
}

***

{
  "formula": "C55H42IrNP3Si",
  "method": "ωB97M-V/def2-TZVPD",
  "elements": ["Ir", "C", "C", "C", "C", "C", "C", "P", "C", "C", "C", "C", "C", "C", "C", "C", "C", "C", "C", "C", "Si", "C", "C", "C", "C", "C", "C", "P", "C", "C", "C", "C", "C", "C", "C", "C", "C", "C", "C", "C", "C", "C", "C", "C", "C", "C", "P", "C", "C", "C", "C", "C", "C", "C", "C", "C", "C", "C", "C", "H", "H", "H", "H", "H", "H", "H", "H", "H", "H", "H", "H", "H", "H", "H", "H", "H", "H", "H", "H", "H", "H", "H", "H", "H", "H", "H", "H", "H", "H", "H", "H", "H", "H", "H", "H", "H", "H", "H", "H", "H", "H", "N", "C"],
  "coordinates": [[0.139, -0.231, 0.092], [5.284, -2.885, 1.285], [5.089, -2.096, 2.409], [3.846, -1.531, 2.668], [2.782, -1.780, 1.808], [2.992, -2.552, 0.659], [4.235, -3.108, 0.402], [1.097, -1.176, 2.039], [0.102, -2.636, 2.509], [0.538, -3.951, 2.372], [-0.264, -4.997, 2.818], [-1.491, -4.736, 3.407], [-1.931, -3.425, 3.546], [-1.147, -2.379, 3.086], [1.013, -0.292, 3.617], [1.403, -0.952, 4.780], [1.371, -0.300, 6.005], [0.943, 1.019, 6.078], [0.513, 1.663, 4.930], [0.541, 1.008, 3.689], [-0.079, 1.875, 2.197], [-2.296, 1.680, 0.263], [-2.957, 2.971, 0.223], [-4.260, 2.994, -0.063], [-5.017, 1.770, -0.298], [-4.455, 0.557, -0.322], [-3.020, 0.407, -0.054], [-2.022, -0.902, -0.868], [-1.752, -0.570, -2.633], [-0.570, -1.090, -3.165], [-0.353, -1.098, -4.537], [-1.314, -0.566, -5.386], [-2.470, 0.000, -4.862], [-2.694, -0.005, -3.494], [-3.184, -2.304, -0.872], [-3.921, -2.688, -1.991], [-4.820, -3.745, -1.896], [-4.975, -4.431, -0.700], [-4.234, -4.056, 0.412], [-3.341, -2.999, 0.324], [1.205, 2.998, 1.531], [1.687, 3.976, 2.417], [2.632, 4.907, 2.010], [3.097, 4.876, 0.704], [2.630, 3.903, -0.176], [1.687, 2.967, 0.231], [1.140, 1.686, -0.941], [2.619, 1.163, -1.840], [3.252, 0.005, -1.386], [4.352, -0.508, -2.058], [4.822, 0.132, -3.197], [4.213, 1.301, -3.640], [3.116, 1.818, -2.968], [0.144, 2.655, -2.106], [-0.007, 2.242, -3.431], [-0.762, 3.000, -4.314], [-1.409, 4.148, -3.874], [-1.274, 4.557, -2.554], [-0.491, 3.821, -1.677], [6.257, -3.318, 1.091], [5.906, -1.924, 3.099], [3.722, -0.898, 3.536], [2.171, -2.727, -0.032], [4.383, -3.722, -0.478], [1.506, -4.168, 1.942], [0.083, -6.018, 2.720], [-2.107, -5.555, 3.761], [-2.886, -3.215, 4.015], [-1.497, -1.356, 3.196], [1.715, -1.988, 4.732], [1.672, -0.826, 6.902], [0.923, 1.535, 7.029], [0.144, 2.682, 5.004], [-2.395, 3.882, 0.394], [-4.776, 3.946, -0.116], [-6.083, 1.857, -0.478], [-5.042, -0.325, -0.544], [0.174, -1.525, -2.505], [0.559, -1.521, -4.940], [-1.160, -0.587, -6.459], [-3.210, 0.432, -5.527], [-3.605, 0.428, -3.090], [-3.814, -2.173, -2.935], [-5.395, -4.031, -2.768], [-5.667, -5.263, -0.639], [-4.348, -4.587, 1.351], [-2.768, -2.704, 1.190], [1.324, 4.008, 3.441], [2.993, 5.655, 2.706], [3.831, 5.599, 0.367], [3.010, 3.878, -1.189], [2.882, -0.487, -0.494], [4.839, -1.406, -1.694], [5.664, -0.278, -3.741], [4.591, 1.810, -4.518], [2.648, 2.724, -3.330], [0.483, 1.342, -3.782], [-0.842, 2.694, -5.350], [-2.008, 4.731, -4.564], [-1.767, 5.459, -2.212], [-0.338, 4.179, -0.665], [-2.537, 0.601, 1.352], [-1.208, 1.053, 1.018]],
  "s2": 0.76,
  "gap_ev": [5.57, 5.85],
  "spin_multiplicity": 2,
  "charge": 2,
  "e_homo_ev": [-12.61, -12.80]
}

***

So what do the calculations give for energy above the lowest of the compared OMol25 structures with the same formula, charge and spin? Going down the list: 380.2 438.2 kJ/mol.